# 1
Here is 2 unconnected molecules or ions with the total composition C13H20ClFN2O in a non-equilibrium geometry from OMol25. Energies are from ωB97M-V/def2-TZVPD.

Computed properties:
Lowest unoccupied orbital energy in eV: -2.3
Multiplicity: 1
Total charge: 0
HOMO in eV: -4.96
Kohn-Sham gap in eV: 2.647
Total energy in eV: -34068.1075
ΔE to the lowest compared entry with this formula, charge and spin in kJ/mol: 41.9

Cartesian coordinates (Å):
C (-2.03582, 1.11198, 3.04233)
C (-2.31931, 0.54432, 1.61166)
O (-1.98650, 1.23051, 0.64473)
N (-2.95984, -0.74774, 1.39026)
C (-2.16066, -1.84814, 1.96610)
C (-1.78330, -2.95505, 0.88774)
C (-1.05285, -2.31660, -0.36310)
C (0.50455, -2.62516, -0.45320)
C (1.19398, -1.22059, -0.64770)
C (2.03760, -0.58940, 0.37912)
C (2.59072, 0.74438, 0.11035)
C (2.27485, 1.43936, -1.17706)
C (2.83464, 2.87610, -1.42412)
C (2.37277, 3.42558, -2.84389)
F (4.25201, 2.94338, -1.33458)
C (1.44476, 0.71051, -2.13862)
N (0.93487, -0.56037, -1.84935)
H (-1.43476, 0.37739, 3.64863)
H (-1.45017, 2.05954, 2.94819)
H (-3.01818, 1.33534, 3.54127)
H (-3.05729, -0.81143, 0.37473)
H (-2.81133, -2.35775, 2.74413)
H (-1.19098, -1.52615, 2.43961)
H (-2.75582, -3.47075, 0.61645)
H (-1.16678, -3.76675, 1.38637)
H (-1.17157, -1.19269, -0.24493)
H (-1.61942, -2.57756, -1.30210)
H (0.68444, -3.24405, -1.37281)
H (0.91367, -3.16753, 0.44402)
H (2.21114, -1.16997, 1.32275)
H (3.22446, 1.22388, 0.90196)
H (2.39236, 3.57825, -0.65583)
H (2.89804, 4.41012, -2.98501)
H (1.25901, 3.58987, -2.77634)
H (2.65215, 2.65897, -3.61411)
H (1.16859, 1.16020, -3.12239)
H (0.34328, -1.03535, -2.53495)
Cl (-4.21332, 1.76335, 0.43969)



# 2
Here is a molecular structure, C13H20ClIInN2OPSe in a non-equilibrium geometry from OMol25. Energies are from ωB97M-V/def2-TZVPD.

Computed properties:
Lowest unoccupied orbital energy in eV: -8.5
Multiplicity: 1
Total charge: +2
HOMO in eV: -14.41
Kohn-Sham gap in eV: 5.894
Total energy in eV: -119250.4681

Cartesian coordinates (Å):
C (0.02753, -5.03768, -4.40461)
I (0.58473, -3.35864, -3.19966)
H (-1.06142, -5.14967, -4.35249)
H (0.52911, -5.92986, -4.00657)
H (0.34975, -4.84144, -5.43508)
In (-0.30143, -0.07145, -1.18080)
P (-0.25208, 1.41735, -3.18834)
C (1.27637, 1.70118, -4.02573)
C (-1.40712, 0.74614, -4.36906)
H (-1.86308, 2.90536, -2.18544)
H (-1.03946, 3.61639, -3.61725)
H (-0.20435, 3.53745, -2.03003)
C (-0.90101, 3.01876, -2.69884)
H (-2.38213, 0.56449, -3.90035)
H (-1.52013, 1.48084, -5.18572)
H (1.07501, 2.37286, -4.88089)
H (1.70139, 0.76151, -4.40119)
H (-1.03309, -0.19960, -4.78199)
H (2.01455, 2.17519, -3.36546)
C (1.78374, -0.31488, -1.45584)
O (2.97555, -0.45800, -1.58329)
Cl (-2.47243, 0.27394, -0.97976)
C (2.41550, 0.91054, 2.99655)
N (0.95598, 0.60710, 2.99991)
C (0.03314, 0.89012, 2.04511)
Se (0.35217, 1.84268, 0.54991)
N (-1.19504, 0.45768, 2.48714)
C (-1.05764, -0.12364, 3.77326)
C (-1.96567, -0.65332, 4.59960)
C (-1.48489, -1.11022, 5.80962)
C (-0.13588, -1.02200, 6.14835)
C (0.79733, -0.47149, 5.28822)
C (0.31500, -0.03078, 4.10870)
H (2.98263, -0.01862, 3.08641)
H (2.65767, 1.56973, 3.83309)
H (2.67450, 1.40265, 2.06192)
H (-2.08560, 0.55190, 1.98715)
H (-3.00587, -0.69330, 4.29217)
H (-2.20002, -1.55086, 6.52228)
H (0.21187, -1.39188, 7.12552)
H (1.85479, -0.37657, 5.51347)



# 3
Here is 2 unconnected molecules or ions with the total composition C13H20FIN2O4 in a non-equilibrium geometry from OMol25. Energies are from ωB97M-V/def2-TZVPD.

Computed properties:
Lowest unoccupied orbital energy in eV: -2.4
Multiplicity: 1
Total charge: 0
HOMO in eV: -5.47
Kohn-Sham gap in eV: 3.109
Total energy in eV: -35789.2732

Cartesian coordinates (Å):
C (1.75765, -4.13752, 0.49884)
C (2.35353, -2.90620, -0.13808)
F (2.58567, -3.18805, -1.48347)
C (1.49449, -1.65847, -0.08623)
C (0.17535, -1.71290, 0.24662)
N (-0.63708, -0.62164, 0.27874)
C (-2.03949, -0.86998, 0.62863)
C (-2.74947, -1.92885, -0.23290)
O (-4.14047, -1.72904, -0.03534)
C (-2.38092, -1.95208, -1.71610)
N (-2.07040, -0.61936, -2.25778)
C (-0.13159, 0.59761, 0.01134)
I (-1.24473, 2.35039, 0.12078)
C (1.22050, 0.72278, -0.32928)
C (2.03688, -0.38374, -0.40050)
C (3.47007, -0.16885, -0.80634)
O (4.32620, -0.99735, -0.75630)
O (3.71382, 1.09778, -1.25016)
H (0.73542, -4.32970, 0.17667)
H (2.33829, -5.01160, 0.21532)
H (1.77902, -4.08818, 1.58627)
H (3.30269, -2.68107, 0.33685)
H (-0.27352, -2.65856, 0.49742)
H (-2.03770, -1.24430, 1.65211)
H (-2.63964, 0.03064, 0.63152)
H (-2.50184, -2.91484, 0.17359)
H (-4.52326, -2.54250, 0.29868)
H (-1.54510, -2.64478, -1.86219)
H (-3.22546, -2.35423, -2.26903)
H (-1.06523, -0.49074, -2.23386)
H (-2.27829, -0.59753, -3.24845)
H (1.59976, 1.70614, -0.54917)
H (4.02329, 1.02915, -2.16307)
C (0.36219, 5.51583, 2.22303)
C (-0.73540, 6.20870, 1.38295)
O (-1.71893, 5.36023, 1.01270)
H (0.83702, 4.71329, 1.64928)
H (1.14817, 6.22675, 2.51514)
H (-0.06149, 5.09284, 3.13722)
H (-0.18684, 6.70554, 0.54307)
H (-1.07315, 7.07436, 2.00148)



# 4
Here is a molecular structure, C13H20N2O7P2PdS2 in a non-equilibrium geometry from OMol25. Energies are from ωB97M-V/def2-TZVPD.

Computed properties:
Lowest unoccupied orbital energy (spin up / spin down) in eV: -6.9 / -10.1
Multiplicity: 5
⟨S²⟩: 6.048
Total charge: +2
HOMO (spin up / spin down) in eV: -15.87 / -15.94
Kohn-Sham gap (spin up / spin down) in eV: 8.965 / 5.824
Total energy in eV: -74832.3928
ΔE to the lowest compared entry with this formula, charge and spin in kJ/mol: 130.2

Cartesian coordinates (Å):
Pd (0.26738, -0.08117, -0.04316)
N (-3.00846, 0.66441, -3.00297)
C (-1.67761, 0.88637, -2.31482)
C (-0.98995, 2.08274, -2.99040)
P (-0.64485, -0.61223, -2.67671)
O (-1.25800, -1.75433, -1.70086)
O (-0.83883, -0.94796, -4.09012)
O (0.72769, -0.29630, -2.05018)
P (-2.10059, 1.40004, -0.57875)
O (-2.57018, 0.00355, 0.10089)
O (-3.21864, 2.34542, -0.67516)
O (-0.76268, 1.73241, 0.10868)
H (-2.84991, 0.48435, -4.00074)
H (-3.59809, 1.49348, -2.85719)
H (-3.50437, -0.13980, -2.61494)
H (-0.87970, 1.90906, -4.06250)
H (0.00355, 2.21125, -2.56807)
H (-1.55516, 3.00159, -2.82601)
H (-1.49659, -2.54525, -2.21007)
H (-3.41763, 0.12067, 0.55899)
S (2.18607, 0.32083, 2.12105)
C (1.04389, -0.72126, 2.74307)
N (0.13644, -1.25450, 1.89018)
C (-0.73320, -2.03384, 2.53340)
C (-1.79311, -2.76810, 1.92808)
C (-2.57079, -3.52954, 2.73596)
C (-2.34152, -3.58435, 4.14961)
C (-1.30863, -2.89189, 4.76471)
C (-0.49896, -2.12302, 3.95571)
S (0.86675, -1.17366, 4.40033)
H (-1.94166, -2.69969, 0.85875)
H (-3.37710, -4.11779, 2.31944)
H (-3.00114, -4.18976, 4.75828)
H (-1.14741, -2.96087, 5.83169)
C (4.59857, 1.06779, -0.26770)
C (4.22681, 2.54328, -0.05874)
C (2.70149, 2.53661, 0.05465)
O (2.25911, 1.22830, -0.43207)
C (3.40446, 0.54100, -1.02713)
H (4.70681, 0.54920, 0.68736)
H (5.52320, 0.94509, -0.82670)
H (4.53759, 3.13195, -0.91978)
H (4.69091, 2.96963, 0.82733)
H (2.20747, 3.29090, -0.55479)
H (2.33887, 2.66629, 1.07407)
H (3.43122, 0.82864, -2.07948)
H (3.22645, -0.52956, -0.97320)



# 5
Here is a molecular structure, C13H20N6O3SY in a non-equilibrium geometry from OMol25. Energies are from ωB97M-V/def2-TZVPD.

Computed properties:
Lowest unoccupied orbital energy in eV: -5.0
Multiplicity: 1
Total charge: +1
HOMO in eV: -8.80
Kohn-Sham gap in eV: 3.817
Total energy in eV: -40757.2563

Cartesian coordinates (Å):
Y (0.00000, 0.00000, 0.00000)
N (0.50645, 0.51722, -2.20163)
C (0.69671, 1.96371, -2.17051)
C (-0.38589, 2.68913, -1.34458)
N (-0.55332, 2.21898, 0.03550)
C (0.36388, 2.83890, 0.99885)
C (1.74992, 2.17289, 1.12486)
N (1.66490, 0.74791, 1.42811)
H (1.36302, 0.03962, -2.56400)
H (-0.31824, 0.28146, -2.79986)
H (0.67626, 2.34365, -3.19832)
H (1.69112, 2.18935, -1.78049)
H (-1.34429, 2.52779, -1.85533)
H (-0.21559, 3.77209, -1.37409)
H (-1.53913, 2.39967, 0.33926)
H (-0.11644, 2.77439, 1.98408)
H (0.48097, 3.91061, 0.79827)
H (2.31365, 2.66960, 1.92292)
H (2.32724, 2.31378, 0.20898)
H (1.34572, 0.61430, 2.41489)
H (2.59007, 0.28334, 1.28216)
O (-9.37981, -4.77556, 0.84755)
S (-9.15146, -3.47464, 0.21158)
O (-8.28776, -3.52852, -0.97281)
O (-10.34553, -2.64113, 0.04268)
C (-8.14506, -2.54462, 1.47977)
N (-8.75083, -2.29303, 2.66329)
C (-7.98655, -1.63574, 3.54004)
C (-6.68779, -1.23707, 3.28328)
C (-6.15603, -1.54073, 2.03657)
N (-6.88509, -2.20178, 1.11927)
C (-4.77854, -1.18534, 1.60800)
C (-3.89968, -0.42179, 2.39042)
C (-2.62529, -0.13690, 1.91406)
N (-2.15308, -0.54844, 0.72202)
C (-3.00138, -1.27793, -0.03078)
C (-4.28878, -1.61192, 0.36106)
H (-8.45822, -1.42818, 4.49564)
H (-6.13486, -0.71503, 4.04963)
H (-4.17814, -0.03511, 3.36256)
H (-1.93065, 0.45297, 2.50509)
H (-2.61519, -1.60277, -0.99255)
H (-4.90868, -2.20486, -0.31001)
H (1.88913, 0.48120, -0.63351)



# 6
Here is a molecular structure, C13H20N8O8W from OMol25. Energies are from ωB97M-V/def2-TZVPD.

Computed properties:
Lowest unoccupied orbital energy in eV: -16.0
Multiplicity: 1
Total charge: +4
HOMO in eV: -20.57
Kohn-Sham gap in eV: 4.533
Total energy in eV: -43885.9613
ΔE to the lowest compared entry with this formula, charge and spin in kJ/mol: 149.8

Cartesian coordinates (Å):
W (0.55554, -0.55972, 0.13296)
O (0.67040, 0.93528, 1.61935)
C (-0.06485, 0.96226, 2.91193)
C (-1.29859, 0.16851, 2.60650)
N (-0.88407, -1.11419, 1.91984)
C (-0.16479, -2.03658, 2.85491)
C (1.33669, -1.97659, 2.71866)
O (2.21491, -2.26774, 3.40200)
O (1.59224, -1.45914, 1.30244)
C (-2.09127, -1.80247, 1.37274)
C (-1.65029, -2.57930, 0.16396)
O (-1.78568, -3.64171, -0.25804)
O (-0.73519, -1.58189, -0.58549)
H (1.45033, 1.52351, 1.59508)
H (-0.29377, 2.00535, 3.14497)
H (0.59214, 0.54413, 3.67629)
H (-1.94846, 0.71295, 1.91821)
H (-1.87019, -0.06370, 3.51037)
H (-0.45136, -3.07119, 2.64169)
H (-0.42987, -1.82464, 3.89552)
H (-2.83315, -1.06086, 1.06723)
H (-2.53930, -2.48299, 2.10108)
N (1.25986, -3.61769, -1.09720)
N (2.15677, -3.23939, -2.10285)
C (2.63473, -2.01169, -2.20661)
N (3.58018, -1.72863, -3.07208)
N (2.06381, -1.00107, -1.39973)
N (2.79318, 0.11904, -1.16361)
O (2.11742, 0.79096, -0.28058)
O (3.79675, 0.48159, -1.62975)
H (1.71495, -4.33144, -0.52689)
H (0.45012, -4.04670, -1.54745)
H (2.51096, -3.94562, -2.74726)
H (4.02399, -2.46939, -3.60814)
H (3.92313, -0.79126, -3.24242)
N (-2.20674, 5.58828, -0.60287)
C (-1.75903, 4.46552, -0.05635)
O (-1.58335, 4.27349, 1.13515)
C (-1.44089, 3.27793, -0.97550)
C (-1.76400, 3.05710, -2.30489)
C (-1.45956, 1.81716, -2.87741)
C (-0.87023, 0.83514, -2.11977)
N (-0.50813, 1.05824, -0.81165)
C (-0.80019, 2.26613, -0.28663)
H (-2.43982, 6.36142, 0.00846)
H (-2.30807, 5.73297, -1.59383)
H (-2.27115, 3.80372, -2.90435)
H (-1.71665, 1.60042, -3.90604)
H (-0.69078, -0.14993, -2.53635)
H (-0.57865, 2.47444, 0.74440)